Computed, not measured: a molecular structure, C32H34N7O2P2PtSe2 at a distorted geometry, with ωB97M-V/def2-TZVPD.

Each line ends with the Mulliken charge.
Element x y z (Å)
Pt  -2.342  -0.306  -0.540  0.57
Se  3.805  -2.302  1.613  -0.25
P  3.476  -0.606  0.410  0.79
C  3.855  0.973  1.203  0.45
C  4.878  1.025  2.144  -0.51
C  5.242  2.242  2.701  -0.74
C  4.574  3.402  2.335  -0.48
C  3.551  3.352  1.397  -0.83
C  3.197  2.141  0.821  -0.05
C  4.424  -0.614  -1.125  0.69
C  4.312  -1.716  -1.972  -0.43
C  5.073  -1.782  -3.124  -0.69
C  5.960  -0.755  -3.432  -0.50
C  6.082  0.335  -2.587  -0.75
C  5.314  0.408  -1.431  -0.37
C  1.762  -0.449  -0.168  -0.07
C  0.508  -0.539  0.438  0.33
N  -0.377  -0.419  -0.585  0.57
N  0.265  -0.274  -1.727  -1.16
N  1.550  -0.294  -1.496  0.00
P  -0.165  -0.849  2.066  0.49
Se  -2.353  -0.684  1.853  -0.59
C  0.252  -2.517  2.557  0.78
C  0.263  -3.499  1.569  -0.44
C  0.520  -4.813  1.914  -0.68
C  0.759  -5.147  3.241  -0.52
C  0.725  -4.173  4.227  -0.78
C  0.463  -2.853  3.890  -0.15
C  0.417  0.336  3.278  0.63
C  -0.357  1.460  3.571  -0.64
C  0.089  2.374  4.510  -0.77
C  1.296  2.166  5.163  -0.60
C  2.066  1.051  4.869  -0.93
C  1.637  0.133  3.924  0.11
H  5.380  0.109  2.432  0.41
H  6.045  2.284  3.426  0.42
H  4.852  4.349  2.780  0.41
H  3.037  4.259  1.105  0.43
H  2.410  2.106  0.077  0.41
H  3.637  -2.524  -1.719  0.36
H  4.985  -2.638  -3.779  0.39
H  6.557  -0.809  -4.333  0.38
H  6.779  1.130  -2.820  0.41
H  5.415  1.263  -0.775  0.30
H  0.098  -3.234  0.531  0.34
H  0.546  -5.576  1.148  0.40
H  0.975  -6.174  3.508  0.41
H  0.906  -4.436  5.260  0.42
H  0.434  -2.097  4.663  0.49
H  -1.300  1.619  3.066  0.32
H  -0.511  3.245  4.738  0.44
H  1.638  2.878  5.903  0.43
H  3.009  0.891  5.374  0.46
H  2.251  -0.727  3.683  0.43
N  -4.385  -0.124  -0.682  -0.57
C  -4.726  1.320  -0.801  0.83
C  -6.122  1.516  -1.446  -1.12
C  -6.278  2.094  -2.869  -0.84
C  -5.491  1.562  -4.070  -0.90
N  -5.521  0.095  -4.238  -0.12
C  -4.492  -0.669  -4.604  0.78
N  -4.743  -1.895  -5.094  -0.43
N  -3.243  -0.263  -4.463  -0.20
C  -3.591  2.027  -1.552  0.18
O  -3.683  3.219  -1.745  -0.66
O  -2.631  1.262  -1.992  -0.87
H  -4.729  -0.606  -1.508  0.22
H  -4.852  -0.553  0.111  0.39
H  -4.723  1.718  0.213  0.35
H  -6.690  2.192  -0.807  0.35
H  -6.643  0.554  -1.387  0.35
H  -6.029  3.153  -2.830  0.41
H  -7.342  2.031  -3.114  0.53
H  -4.455  1.886  -4.063  0.51
H  -5.941  1.996  -4.965  0.34
H  -6.431  -0.311  -4.399  0.25
H  -5.657  -2.127  -5.443  0.20
H  -3.986  -2.496  -5.373  0.21
H  -3.000  0.539  -3.877  0.05
H  -2.482  -0.843  -4.779  0.22

Properties
charge	+1
2S+1	1
frontier orbital gap	7.0	eV
LUMO level	-2.7	eV
relative energy (zero: lowest compared OMol25 entry of this formula, charge and spin)	2.2	kcal per mole
HOMO energy	-9.687	eV